A single CHCl3FOP molecule in a non-equilibrium geometry, computed with ωB97M-V/def2-TZVPD.

```
8
Properties=species:S:1:pos:R:3:forces:R:3
O -0.23469 -1.97562 -2.73637 0.407 0.126 0.164
P -0.11856 -0.70159 -2.04218 -0.541 0.059 0.658
Cl 1.49804 0.46639 -2.46504 -0.506 -0.238 -0.325
Cl -1.81394 0.37713 -2.28402 0.526 0.205 -0.060
C 0.09899 -0.54440 -0.16255 -1.817 -4.367 -0.982
F -1.11340 -0.61605 0.53000 2.190 -0.216 -0.816
Cl 1.29205 -2.06445 0.16049 -1.707 2.488 0.064
H 0.51977 0.38981 -0.10121 1.449 1.943 1.297
```
Positions in Å, forces in eV/Å.

* HOMO energy: -11.541 eV
* energy: -52675.48186 eV
* frontier orbital gap: 11.36 eV
* energy above the lowest of the compared OMol25 structures with the same formula, charge and spin: 1.1200 eV
* SMILES: O=P(Cl)(Cl)[C@@H](F)Cl

Atom charges from the Löwdin analysis, given in e for atoms 1 to 5: number 1, O, carries -0.383; number 2, P, carries -0.089; number 3, Cl, carries 0.364; number 4, Cl, carries 0.376; number 5, C, carries -0.686

***

2 unconnected molecules or ions with the total composition C6H13N in a non-equilibrium geometry, computed with ωB97M-V/def2-TZVPD.

```
20
Properties=species:S:1:pos:R:3:forces:R:3
C -1.34451 1.14685 2.53384 1.195 -0.171 0.769
C -1.22132 0.34969 1.25246 1.936 -0.602 0.295
C 0.13166 -0.29428 1.08202 -0.713 -0.113 -0.846
C 0.48955 -0.80246 -0.12363 2.700 0.576 1.009
C -0.40595 -1.14030 -1.14149 -2.002 -0.431 -0.713
N -0.06342 -1.41916 -2.38234 0.151 1.003 0.689
C 1.94358 -1.33298 -0.17871 -0.875 -0.541 0.166
H -0.55540 1.91097 2.58526 -0.219 0.242 -0.723
H -2.28348 1.67016 2.65593 -0.294 -0.291 0.279
H -0.99286 0.58983 3.41024 -0.969 -0.360 0.106
H -1.41408 1.05347 0.45095 -0.392 -0.726 -0.508
H -1.55099 -0.71671 1.15703 -2.140 1.044 0.126
H 0.27111 3.30935 -3.63805 -0.170 0.103 0.113
H 0.52064 -0.86504 1.92451 0.821 1.067 0.406
H -0.28794 3.63990 -3.26756 0.170 -0.107 -0.111
H 0.74058 -0.97779 -2.82536 0.127 -0.411 -0.258
H -0.84109 -1.70139 -2.95333 0.319 -0.094 -0.432
H 2.46647 -1.02155 -1.08062 -0.086 -0.113 -0.171
H 1.86297 -2.42082 -0.12187 0.517 -0.084 -0.274
H 2.53448 -0.97774 0.66072 -0.076 0.007 0.077
```
Positions in Å, forces in eV/Å.

* HOMO energy: -7.203 eV
* energy: -7917.89169 eV
* frontier orbital gap: 7.64 eV
* energy above the lowest of the compared OMol25 structures with the same formula, charge and spin: 4.9414 eV

Atom charges from the Löwdin analysis, given in e for atoms 1 to 5: number 1, C, carries -0.122; number 2, C, carries -0.249; number 3, C, carries -0.113; number 4, C, carries -0.354; number 5, C, carries -0.123

***

A molecular structure, C33H55Cl3KN6O8P2SiTe in a non-equilibrium geometry, computed with ωB97M-V/def2-TZVPD.

```
110
Properties=species:S:1:pos:R:3:forces:R:3
K -0.47027 -0.54955 1.58324 -1.428 1.881 1.108
N 2.27076 -3.68536 0.82860 -0.377 -0.160 0.423
C 1.22068 -4.17942 1.82743 -0.287 0.341 -0.024
C 1.42990 -5.63024 2.22989 0.119 0.153 -0.085
P 1.42225 -2.96128 3.22562 0.785 0.259 0.268
O 3.07906 -3.26458 3.34928 -0.072 0.285 0.273
O 0.78663 -3.34210 4.50038 -0.204 -0.287 -0.225
O 1.30970 -1.58964 2.63681 0.943 -0.995 0.737
P -0.33312 -3.87406 0.83396 0.146 -0.200 -0.666
O 0.15488 -4.81825 -0.45544 -0.286 0.334 -0.322
O -1.56666 -4.42388 1.42328 0.195 -0.047 0.283
O -0.18646 -2.46039 0.35731 0.029 -1.629 -0.597
H 3.16426 -3.53259 1.29879 0.053 -0.101 -0.002
H 1.90715 -2.78347 0.48831 -0.053 0.130 -0.028
H 2.30807 -4.29683 0.01662 0.062 -0.142 -0.045
H 2.40557 -5.77475 2.70227 -0.049 0.000 -0.014
H 1.32892 -6.29221 1.36586 0.017 0.010 0.026
H 0.65780 -5.89038 2.95404 0.027 0.046 -0.035
H 3.41260 -2.62335 3.99899 -0.006 -0.290 -0.283
H -0.12950 -4.32519 -1.24971 0.267 -0.268 0.336
C 1.79761 1.15221 4.19024 -0.149 -0.038 0.128
C 0.52597 0.79216 4.88728 -0.213 0.027 -0.046
N -0.65644 0.66357 4.32766 -0.002 -0.109 0.224
C -1.54579 0.40754 5.35978 0.170 0.126 -0.240
C -0.88706 0.37734 6.54689 0.179 0.003 -0.068
N 0.44005 0.61848 6.23137 -0.227 -0.105 -0.021
H 1.63171 1.12175 3.11499 0.053 -0.018 0.074
H 2.59953 0.45178 4.44241 -0.069 0.031 -0.074
H 2.09892 2.16515 4.46962 -0.031 -0.028 -0.017
H -2.60173 0.28314 5.16149 0.212 0.004 0.046
H -1.21719 0.20353 7.55881 0.038 0.054 -0.103
H 1.19612 0.69975 6.88204 0.073 0.056 0.042
C -4.11660 3.02872 -1.42682 0.042 0.197 0.012
N -3.23035 3.81006 -0.57365 0.271 0.033 0.153
C -3.82229 4.68775 0.43055 0.030 -0.240 -0.126
C -1.91151 3.74009 -0.71773 -0.368 0.053 -0.131
N -0.76530 3.69068 -0.89018 -0.426 0.417 0.159
H -4.75786 3.69765 -2.01248 -0.005 0.029 0.054
H -4.75003 2.38315 -0.81175 0.007 0.006 0.016
H -3.52858 2.39777 -2.09256 -0.035 -0.016 0.056
H -4.44372 5.44694 -0.05449 -0.004 -0.004 -0.010
H -3.04688 5.17574 1.00567 0.175 0.095 0.120
H -4.44121 4.11054 1.12304 0.018 -0.011 -0.042
C -3.20438 -0.74184 -0.92545 0.234 -0.121 0.163
C -2.11806 0.19037 -1.46956 0.358 0.137 -0.069
O -2.40902 0.84632 -2.52014 0.465 -0.450 0.513
N -1.00055 0.18582 -0.74174 -1.154 0.549 -1.473
Te 0.56512 1.35170 -1.50695 0.899 -0.433 -0.606
C 1.75421 2.36231 -3.36526 -0.194 0.148 -0.111
C 3.14919 2.32396 -3.50570 0.038 -0.002 0.059
C 4.03941 1.70140 -2.45303 -0.103 0.098 -0.112
C 3.76154 2.88372 -4.63119 -0.112 0.004 0.031
C 3.02268 3.51571 -5.62386 0.070 -0.015 0.005
C 3.69409 4.12227 -6.83502 -0.076 -0.050 0.100
C 1.64651 3.57715 -5.46421 -0.029 -0.036 0.069
C 1.00225 3.01099 -4.35908 -0.126 -0.021 0.025
C -0.51138 3.14194 -4.30594 0.277 0.040 0.044
C 1.47237 -0.48849 -2.22797 0.005 -0.210 -0.036
C 2.43033 -1.15068 -1.43823 0.004 0.143 -0.087
C 2.87158 -0.61217 -0.09410 -0.302 0.011 -0.062
C 3.01912 -2.33151 -1.90172 -0.017 0.047 0.025
C 2.64584 -2.91587 -3.10221 0.011 -0.044 -0.045
C 3.27240 -4.20663 -3.57360 -0.087 0.069 0.021
C 1.67544 -2.27479 -3.86016 -0.014 0.122 0.075
C 1.10418 -1.06296 -3.46363 -0.012 0.100 0.100
C 0.13298 -0.39566 -4.41276 0.053 -0.017 0.224
H -3.90063 -0.98604 -1.72457 -0.049 0.004 -0.034
H -3.74612 -0.23928 -0.11909 0.004 -0.061 -0.117
H -2.75615 -1.65495 -0.52024 -0.096 0.109 0.017
H 3.73633 2.03238 -1.45780 0.020 -0.026 -0.019
H 5.08280 1.98512 -2.60984 -0.027 0.010 0.007
H 3.97515 0.61265 -2.47849 -0.005 -0.003 0.024
H 4.84430 2.83189 -4.72600 -0.020 0.014 0.019
H 4.78037 4.05540 -6.75074 -0.021 0.009 -0.016
H 3.42597 5.17650 -6.94807 0.019 -0.040 -0.006
H 3.39395 3.60711 -7.75206 0.019 0.023 0.017
H 1.04659 4.08406 -6.21962 0.012 -0.042 0.036
H -0.95429 2.81893 -5.25233 0.010 0.010 0.007
H -0.79240 4.18787 -4.14355 0.023 -0.060 0.003
H -0.95008 2.55020 -3.50632 -0.057 -0.049 -0.032
H 3.04027 0.46047 -0.14338 0.082 0.005 0.031
H 3.79250 -1.09444 0.24831 -0.067 -0.033 0.006
H 2.09081 -0.75418 0.66877 0.323 -0.042 -0.129
H 3.81011 -2.79921 -1.31440 -0.022 0.062 -0.024
H 4.19336 -4.42017 -3.02685 -0.025 0.002 -0.012
H 3.51268 -4.15692 -4.63819 -0.001 -0.027 0.038
H 2.59064 -5.05051 -3.42827 0.042 0.018 -0.009
H 1.36166 -2.71803 -4.80172 0.023 0.039 -0.013
H -0.26283 -1.11950 -5.13018 0.027 0.016 0.053
H 0.64695 0.39326 -4.96999 -0.010 -0.028 0.025
H -0.70140 0.07057 -3.88217 0.015 -0.043 -0.016
Cl -3.08391 3.55771 5.01608 -0.121 -0.061 0.045
Si -1.28058 3.88876 3.79547 -0.077 0.409 -0.037
Cl 0.11496 4.14617 5.49076 0.091 -0.066 0.080
Cl -1.65934 6.10545 3.55302 0.011 -0.127 -0.112
C -2.45383 -2.80927 4.19463 0.137 0.163 -0.087
C -3.72744 -2.15943 3.71557 -0.072 0.078 -0.061
O -3.43178 -0.93568 3.05146 0.072 -0.239 0.122
C -4.58369 -0.27807 2.57423 0.084 0.158 -0.086
C -4.20090 1.12994 2.15951 0.198 -0.060 0.151
H -2.67977 -3.68641 4.80722 0.007 0.046 -0.047
H -1.85195 -2.11428 4.77859 -0.036 -0.059 0.048
H -1.86755 -3.14249 3.34247 0.004 -0.086 0.021
H -4.39882 -1.94851 4.56022 -0.069 0.048 0.021
H -4.25525 -2.83445 3.02876 -0.061 0.027 -0.039
H -5.34821 -0.24303 3.36150 -0.036 -0.011 0.076
H -5.01257 -0.83412 1.73003 0.003 -0.081 -0.032
H -3.92080 1.72334 3.03365 -0.034 -0.020 -0.083
H -5.04298 1.61380 1.65626 0.083 0.006 -0.027
H -3.33158 1.10643 1.49114 -0.205 0.058 0.007
```
Positions in Å, forces in eV/Å.

* total charge: -2
* HOMO energy (alpha / beta): -1.695 / -2.589 eV
* expectation value of S²: 0.7663
* energy: -148086.44049 eV
* frontier orbital gap (alpha / beta): 5.17 / 6.06 eV
* 2S+1: 2

Atom charges from the Löwdin analysis, given in e for atoms 1 to 5: number 1, K, carries 0.649; number 2, N, carries 0.157; number 3, C, carries -0.473; number 4, C, carries -0.077; number 5, P, carries 0.329

***

A molecular structure, C3H5AlO4 in a non-equilibrium geometry, computed with ωB97M-V/def2-TZVPD.

```
13
Properties=species:S:1:pos:R:3:forces:R:3
O 2.01150 -1.64733 0.05269 -3.389 0.272 -0.085
C 0.81494 -1.55259 0.10447 7.514 -0.972 0.053
C 1.95695 1.28434 0.02518 -0.731 -0.506 0.164
O -0.10878 -2.33606 0.47202 -4.227 0.078 0.218
O 0.16835 -0.29641 -0.19669 -2.314 0.612 0.478
C 0.83031 0.87096 -0.54408 1.745 2.725 -1.177
H 2.51395 2.09111 -0.44858 -0.338 0.055 0.277
H 2.33939 0.85252 0.94866 0.217 -0.102 -0.404
H 0.34147 1.36975 -1.38100 0.291 -0.409 0.002
H -2.90392 0.87163 0.06717 -0.103 0.345 0.004
O -2.84527 -0.08206 0.28182 -0.176 0.425 -0.161
H -3.73785 -0.42720 0.40255 -1.027 -0.257 0.198
Al -1.38105 -0.99868 0.21580 2.538 -2.268 0.434
```
Positions in Å, forces in eV/Å.

* total charge: +2
* HOMO energy: -18.527 eV
* energy: -17959.31798 eV
* frontier orbital gap: 6.75 eV
* energy above the lowest of the compared OMol25 structures with the same formula, charge and spin: 0.9418 eV

Atom charges from the Löwdin analysis, given in e for atoms 1 to 5: number 1, O, carries 0.287; number 2, C, carries -0.544; number 3, C, carries 0.168; number 4, O, carries 0.185; number 5, O, carries -0.015